# C20H22N4O2

An isolated molecule of C20H22N4O2 in a non-equilibrium geometry (ωB97M-V with the def2-TZVPD basis set, OMol25).

```
! wB97M-V def2-TZVPD RIJCOSX def2/J DEFGRID3
* xyz 0 1
C 0.7104 2.9844 2.8019
C 0.1898 1.8819 2.2988
C 0.8177 1.0819 1.1902
N -0.0577 1.0184 0.0324
C -1.2200 0.2934 0.0421
N -2.3007 0.8699 -0.4463
C -3.4744 0.2129 -0.4260
C -4.6398 0.8195 -0.9307
C -5.8377 0.1648 -0.8315
C -5.9223 -1.1079 -0.2439
C -4.8025 -1.7320 0.2366
C -3.5600 -1.0839 0.1427
N -2.4259 -1.7148 0.5149
C -1.2908 -1.0849 0.4501
C -0.0662 -1.9443 0.6895
C -0.4064 -3.3454 0.5374
N -0.6187 -4.4596 0.4085
C 1.0309 -1.6803 -0.3536
O 0.8235 -1.4192 -1.5044
O 2.2228 -1.8355 0.2056
C 3.3890 -1.7372 -0.6386
C 3.9748 -0.3354 -0.5227
H 4.8672 -0.2618 -1.1372
H 3.2546 0.4054 -0.8621
H 4.2389 -0.1263 0.5116
C 4.3631 -2.8131 -0.1822
H 3.8960 -3.7930 -0.2398
H 4.6641 -2.6304 0.8462
H 5.2435 -2.8040 -0.8179
H 3.0666 -1.9216 -1.6707
H 0.3449 -1.8200 1.6987
H -4.8375 -2.7136 0.6825
H -6.8838 -1.5952 -0.1793
H -6.7376 0.6300 -1.2069
H -4.5616 1.8027 -1.3680
C -0.0300 2.2413 -0.7612
C 1.2134 2.2540 -1.5952
C 2.1122 3.2207 -1.5816
H 2.9899 3.1967 -2.2051
H 1.9944 4.0929 -0.9583
H 1.3360 1.3821 -2.2243
H -0.0827 3.1262 -0.1166
H -0.9103 2.2273 -1.4069
H 1.0537 0.0840 1.5599
H 1.7504 1.5525 0.8683
H -0.7634 1.5066 2.6492
H 0.2271 3.5375 3.5890
H 1.6548 3.3723 2.4551
*
```

The calculation puts the total energy at -1144.78788 a.u. The calculation puts the HOMO-LUMO gap at 8.219 eV. The HOMO energy is -8.32 eV. The energy above the lowest of the compared OMol25 structures with the same formula, charge and spin comes out at 260.5 kJ/mol. The SMILES is C=CCN(CC=C)c1nc2ccccc2nc1[C@@H](C#N)C(=O)OC(C)C. The maximum force comes out at 1.03 eV Å⁻¹.

# C44H73N10O

A cluster of 10 separate species, C44H73N10O in total in a non-equilibrium geometry (ωB97M-V with the def2-TZVPD basis set, OMol25).

```
! wB97M-V def2-TZVPD RIJCOSX def2/J DEFGRID3
* xyz 1 1
C -2.3521 -3.0889 -0.9795
C -1.2287 -2.6014 -0.0336
N -0.4599 -1.3391 -0.5244
C 0.2858 -1.6691 -1.8851
C -1.3407 -0.1508 -0.8957
C -2.5983 0.1927 0.0802
C 0.5556 -1.0522 0.6924
C 1.2740 0.3082 0.6304
O 2.1219 0.2054 -0.4400
C 2.6171 1.3295 -1.0936
H -2.9888 -2.3322 -1.4378
H -2.9943 -3.6638 -0.3122
H -2.0295 -3.6970 -1.8246
H -0.3928 -3.2597 0.2032
H -1.6661 -2.1815 0.8722
H 0.9006 -2.5553 -1.7277
H 0.9244 -0.8543 -2.2262
H -0.5795 -1.8599 -2.5198
H -1.8567 -0.4468 -1.8090
H -0.7262 0.6831 -1.2349
H -3.2732 0.8818 -0.4277
H -2.2659 0.6102 1.0306
H -3.2711 -0.5431 0.5208
H 1.2686 -1.8761 0.6611
H -0.0811 -1.1617 1.5703
H 1.8506 0.5090 1.5333
H 0.6604 1.2090 0.6463
H 3.1108 1.0002 -2.0078
H 3.3713 1.8403 -0.4949
H 1.7537 1.9744 -1.2570
C 1.2928 -1.8492 6.2938
C -0.1682 -1.4426 6.7010
C -0.6309 -0.0716 6.2252
C -0.3816 0.1469 4.7849
N -0.1171 0.2674 3.6481
H 2.1671 -1.4239 6.7865
H 1.3129 -1.7821 5.2060
H 1.3318 -2.9369 6.2340
H 0.0266 -1.3909 7.7722
H -0.8678 -2.2380 6.4444
H -0.0290 0.6517 6.7752
H -1.6182 0.2983 6.5022
C 7.2801 0.0767 0.3737
C 5.8636 -0.0430 -0.3565
C 5.6661 -1.4529 -0.7985
C 6.4205 -1.9660 -1.9601
N 6.9142 -2.3630 -2.8760
H 7.2571 1.1007 0.7465
H 8.1727 -0.0098 -0.2459
H 7.2644 -0.4626 1.3208
H 5.6836 0.6549 -1.1743
H 5.1054 0.1119 0.4111
H 4.6021 -1.4171 -1.0327
H 6.0044 -2.1174 -0.0034
C -1.6275 3.2602 -6.8256
C -1.9356 1.7465 -6.9360
C -0.8557 0.9663 -6.1765
C -0.6174 1.3275 -4.8022
N -0.4168 1.6163 -3.7197
H -2.4257 3.8349 -7.2954
H -0.7390 3.5958 -7.3603
H -1.5302 3.5389 -5.7763
H -2.1343 1.5322 -7.9861
H -2.9054 1.5708 -6.4705
H 0.0893 1.2317 -6.6505
H -1.0847 -0.0988 -6.2130
C -4.1963 1.1661 5.5820
C -4.2552 0.1449 4.4137
C -5.7099 0.1000 3.8471
C -5.8286 -0.6943 2.6172
N -5.9456 -1.3482 1.6521
H -4.1009 2.1792 5.1913
H -3.4177 1.1601 6.3447
H -5.0215 1.0891 6.2900
H -4.1063 -0.8869 4.7322
H -3.5564 0.3471 3.6020
H -6.1691 1.0454 3.5582
H -6.4140 -0.3660 4.5364
N 2.3668 6.0810 -0.4232
C 3.1746 5.0407 -0.6945
C 3.7600 4.6335 0.4255
C 3.3492 5.4765 1.4718
C 2.6190 6.4181 0.9049
H 1.6832 6.4433 -1.0724
H 3.3869 4.6450 -1.6767
H 4.4696 3.8608 0.6818
H 3.7403 5.6765 2.4584
H 1.9813 7.1332 1.4032
N 1.9901 -4.9135 1.7159
C 3.1193 -4.2988 1.2055
C 3.0395 -4.4105 -0.1598
C 1.8650 -4.9362 -0.4880
C 1.2003 -5.3043 0.6107
H 1.8035 -5.0205 2.7027
H 3.8890 -3.8004 1.7760
H 3.7887 -4.0493 -0.8487
H 1.5441 -5.0828 -1.5088
H 0.2798 -5.8385 0.7942
N 4.8548 3.7949 -4.1009
C 5.6714 2.7100 -3.8191
C 4.9039 1.5558 -4.0816
C 3.6491 1.8660 -4.6262
C 3.6869 3.2533 -4.6095
H 5.0732 4.7632 -4.2873
H 6.6974 2.8584 -3.5163
H 5.2423 0.5305 -4.0570
H 2.9853 1.0850 -4.9664
H 2.8879 3.8603 -5.0088
N -3.9013 -6.3203 -0.4628
C -4.9491 -5.5376 -0.1269
C -5.3404 -4.8041 -1.2449
C -4.4772 -5.0922 -2.2962
C -3.5954 -6.0124 -1.7117
H -3.3971 -6.9510 0.1439
H -5.2895 -5.5869 0.8968
H -6.1090 -4.0461 -1.2788
H -4.4684 -4.6272 -3.2709
H -2.6556 -6.3795 -2.0967
N -5.2105 2.6093 1.5828
C -5.8716 3.5938 0.9649
C -5.2048 4.7234 1.3220
C -4.0657 4.3941 1.9855
C -4.1152 3.0484 2.2379
H -5.2950 1.6135 1.4364
H -6.7858 3.3568 0.4410
H -5.5399 5.7128 1.0478
H -3.3098 5.0759 2.3462
H -3.3598 2.3872 2.6361
*
```

The calculation puts the total energy at -2342.68673 a.u. The calculation puts the HOMO-LUMO gap at 8.114 eV. The HOMO energy is -9.94 eV. The maximum force comes out at 5.24 eV Å⁻¹.